[1]
# C4H8NO

A gas-phase ion, C4H8NO (charge +1) (ωB97M-V/def2-TZVPD, OMol25).

Computed properties:
- Total charge: +1
- Gap between HOMO and LUMO (spin up / spin down): 7.64 / 7.63 eV

CARTESIAN COORDINATES (ANGSTROEM)
1 C 3.31601 0.17271 -0.02638
2 C -0.15368 0.02457 0.05712
3 C 1.09723 -0.62357 0.06809
4 C -2.73670 0.39289 0.01306
5 N -1.46281 -0.40033 0.01699
6 O 2.08034 0.27200 0.02814
7 H 3.90024 1.18071 0.15297
8 H 3.75994 -0.82892 -0.22717
9 H -0.20186 1.16906 -0.10760
10 H -1.72317 -1.34266 0.27094
11 H 1.05355 -1.76191 -0.00464
12 H -2.46291 1.43441 -0.44643
13 H -3.39584 -0.23588 -0.75642
14 H -3.07034 0.54694 0.96134



[2]
# C7H10

2 unconnected molecules or ions with the total composition C7H10 (ωB97M-V/def2-TZVPD, OMol25).

Computed properties:
- Structure (SMILES): C#C/C=C\C.C=C
- Gap between HOMO and LUMO: 10.14 eV

CARTESIAN COORDINATES (ANGSTROEM)
1 C -1.23018 -1.44704 0.21089
2 C -0.19210 -1.58233 -0.85514
3 C -0.24943 2.07368 -0.74763
4 C -0.73907 2.08623 0.48402
5 C 1.09997 -1.25127 -0.74979
6 C 1.68908 -0.68968 0.42806
7 C 2.21564 -0.22032 1.40368
8 H -2.00845 -0.74238 -0.10359
9 H -1.71334 -2.41611 0.37914
10 H -0.80664 -1.10160 1.15829
11 H -0.51934 -2.02256 -1.79432
12 H 0.62080 1.48260 -1.06243
13 H -0.26006 1.55236 1.29052
14 H -0.71877 2.75707 -1.44384
15 H -1.60951 2.67801 0.77261
16 H 1.78007 -1.43371 -1.57677
17 H 2.68043 0.19325 2.27102



[3]
# CH2Br3N2

A molecular structure, CH2Br3N2 (ωB97M-V/def2-TZVPD, OMol25).

Computed properties:
- Total charge: +1
- Gap between HOMO and LUMO: 8.39 eV

CARTESIAN COORDINATES (ANGSTROEM)
1 C -0.71984 -0.67030 0.08450
2 N 0.54718 -0.90239 0.10956
3 N -1.39881 1.04312 0.02767
4 Br -2.02168 -1.92266 0.03045
5 Br 1.93008 0.34529 0.16009
6 Br -3.17732 1.09129 -0.12286
7 H 0.87795 -1.87682 0.11005
8 H -0.86909 1.51638 -0.70079



| no. | M (g mol⁻¹) | strongest force on any atom (eV Å⁻¹) |
| --- | --- | --- |
| 1 | 86.11 | 6.2 |
| 2 | 94.16 | 0.6 |
| 3 | 281.75 | 5.3 |